(i)
{
  "formula": "C3H6NO2",
  "method": "ωB97M-V/def2-TZVPD",
  "elements": ["C", "C", "C", "O", "O", "N", "H", "H", "H", "H", "H", "H"],
  "coordinates": [[1.83971, -0.25770, -0.65765], [-0.41444, -0.64557, 0.76402], [-1.47056, 0.15850, 0.19780], [-2.28575, -0.47743, -0.53450], [-1.46028, 1.36885, 0.54390], [3.24526, -0.00332, -0.30566], [1.25652, 0.50827, -1.14482], [1.81997, -0.40291, 0.44555], [-0.48506, -1.72918, 0.72418], [0.24868, -0.25812, 1.54384], [3.40224, 0.93254, -0.68514], [1.66521, -1.21673, -1.18185]],
  "charge": -1,
  "lumo_ev": 2.02,
  "spin_multiplicity": 1,
  "orbital_gap_ev": 5.213
}


(ii)
{
  "formula": "C3H6NO2",
  "method": "ωB97M-V/def2-TZVPD",
  "elements": ["C", "C", "N", "H", "H", "H", "H", "H", "O", "C", "O", "H"],
  "coordinates": [[-1.07311, -1.42711, 0.15475], [-0.76550, 0.44341, -1.18978], [-1.60265, -0.36940, -0.70134], [-1.23458, -1.03313, 1.15930], [0.00119, -1.61671, 0.05730], [-1.64810, -2.35564, 0.10236], [-0.72367, 1.52502, -1.00911], [0.21255, 0.13817, -1.60234], [2.20961, 0.17705, 0.18538], [1.72436, 1.18823, 0.73939], [1.91830, 2.40130, 0.55121], [0.98161, 0.92882, 1.55288]],
  "charge": -1,
  "lumo_ev": 4.07,
  "spin_multiplicity": 1,
  "orbital_gap_ev": 8.092
}


(iii)
{
  "formula": "C3H6NO2",
  "method": "ωB97M-V/def2-TZVPD",
  "elements": ["C", "C", "N", "H", "H", "H", "H", "H", "O", "C", "O", "H"],
  "coordinates": [[-0.71103, 0.16539, -1.82395], [-0.52008, 0.49463, -0.54045], [-1.45364, 1.07353, 0.29276], [-1.63587, 0.33452, -2.33174], [0.07008, -0.35397, -2.35137], [0.45728, 0.29958, -0.12316], [-2.36204, 1.16369, -0.12030], [-1.29261, 0.89636, 1.26725], [0.82909, -1.05280, 2.14262], [1.86709, -1.01202, 1.44861], [2.50435, -0.00976, 1.05881], [2.24739, -1.99914, 1.08088]],
  "charge": -1,
  "lumo_ev": 4.11,
  "spin_multiplicity": 1,
  "orbital_gap_ev": 8.255
}


(iv)
{
  "formula": "C3H6NO2",
  "method": "ωB97M-V/def2-TZVPD",
  "elements": ["O", "C", "C", "N", "C", "O", "H", "H", "H", "H", "H", "H"],
  "coordinates": [[2.76547, -0.01682, 1.37400], [1.64771, 0.18313, 0.82631], [0.62326, -0.71684, -0.03079], [-0.26799, -0.06200, -0.93632], [-1.55323, 0.33364, -0.29014], [-1.75358, 1.44729, 0.36922], [1.22487, 1.12637, 0.97144], [1.37784, -1.32824, -0.64275], [0.21354, -1.42698, 0.71842], [-0.17950, 0.74486, -1.58816], [-2.28274, 0.16376, -1.13962], [-1.81565, -0.44816, 0.36838]],
  "charge": -1,
  "lumo_ev": 4.05,
  "spin_multiplicity": 1,
  "smiles": "O=CCNC[O-]",
  "orbital_gap_ev": 6.494
}


Which is the most stable structure? (iii) is the most stable.


(i)
{
  "formula": "C3H6NO2",
  "method": "ωB97M-V/def2-TZVPD",
  "elements": ["C", "C", "N", "H", "H", "H", "H", "H", "O", "C", "O", "H"],
  "coordinates": [[-0.44977, -0.67076, -2.22001], [-0.11090, 1.03027, -0.68086], [0.20348, 0.60298, -1.82533], [-1.50298, -0.51779, -1.92231], [-0.43866, -0.87610, -3.28855], [-0.02403, -1.56091, -1.73206], [0.01954, 2.04958, -0.31277], [-0.50408, 0.24848, -0.01871], [0.38739, -0.30461, 1.81257], [0.71448, -0.07976, 2.99627], [1.82116, 0.31360, 3.42709], [-0.11563, -0.23498, 3.76468]],
  "charge": -1,
  "lumo_ev": 3.86,
  "spin_multiplicity": 1,
  "orbital_gap_ev": 7.966
}


(ii)
{
  "formula": "C3H6NO2",
  "method": "ωB97M-V/def2-TZVPD",
  "elements": ["C", "C", "N", "C", "O", "O", "H", "H", "H", "H", "H", "H"],
  "coordinates": [[0.28013, 0.14765, -1.39226], [-0.14528, 0.35218, 0.00140], [0.89785, 0.79107, 0.91845], [-0.94828, -0.90907, 0.71038], [-1.90893, -1.29157, 0.10420], [-0.26370, -1.39133, 1.68637], [1.06485, 0.86919, -1.48485], [0.79156, -0.77636, -1.55116], [-0.55646, 0.13375, -2.06630], [-0.94344, 1.11997, 0.04238], [0.58639, 1.15031, 1.79871], [1.14530, -0.19578, 1.23267]],
  "charge": -1,
  "lumo_ev": 4.52,
  "spin_multiplicity": 1,
  "smiles": "C[C@H](N)C(=O)[O-]",
  "orbital_gap_ev": 8.001
}


Which is the most stable structure? (ii) is the most stable.


(i)
{
  "formula": "C3H6NO2",
  "method": "ωB97M-V/def2-TZVPD",
  "elements": ["O", "C", "C", "N", "C", "O", "H", "H", "H", "H", "H", "H"],
  "coordinates": [[-1.03576, -0.53049, 2.33374], [-0.17052, -0.20712, 1.48969], [0.45184, -0.89062, 0.30732], [-0.17170, -0.61998, -1.01470], [0.00721, 0.90648, -1.16977], [1.06335, 1.40408, -0.55532], [0.02566, 0.90155, 1.48802], [0.54332, -1.98433, 0.52952], [1.41573, -0.43938, 0.48604], [-1.21162, -0.79181, -0.76758], [-0.97127, 1.32887, -0.87789], [0.05375, 0.92274, -2.24908]],
  "charge": -1,
  "lumo_ev": 4.24,
  "spin_multiplicity": 1,
  "smiles": "O=CCNC[O-]",
  "orbital_gap_ev": 7.174
}


(ii)
{
  "formula": "C3H6NO2",
  "method": "ωB97M-V/def2-TZVPD",
  "elements": ["O", "C", "N", "C", "O", "C", "H", "H", "H", "H", "H", "H"],
  "coordinates": [[-1.73358, -0.11714, 0.70611], [-0.53785, -0.37574, 0.50821], [0.27593, 0.30648, -0.27941], [0.07780, 1.80501, -1.32900], [1.17928, 2.38891, -1.48867], [0.02887, -1.67892, 1.10976], [1.26328, 0.13356, -0.13642], [-0.33396, 1.21296, -2.16461], [-0.67030, 2.28222, -0.67861], [0.08904, -2.43178, 0.32194], [-0.65174, -2.01493, 1.89090], [1.01325, -1.51062, 1.53981]],
  "charge": -1,
  "lumo_ev": 4.17,
  "spin_multiplicity": 1,
  "orbital_gap_ev": 7.786
}


Which is the most stable structure? (ii) is the most stable.


(i)
{
  "formula": "C3H6NO2",
  "method": "ωB97M-V/def2-TZVPD",
  "elements": ["C", "C", "N", "H", "H", "H", "H", "H", "O", "C", "O", "H"],
  "coordinates": [[-1.60631, 1.55818, -0.01385], [0.31843, 1.10573, -1.20650], [-0.57278, 1.97275, -0.95643], [-1.80314, 2.39874, 0.65657], [-2.52983, 1.34459, -0.54334], [-1.28732, 0.72654, 0.62186], [1.11541, 1.39817, -1.90500], [0.49739, 0.24380, -0.54992], [0.38541, -0.74942, 1.44794], [0.53713, -1.84092, 0.84354], [1.13614, -2.03623, -0.22381], [0.04660, -2.66947, 1.42846]],
  "charge": -1,
  "lumo_ev": 4.40,
  "spin_multiplicity": 1,
  "orbital_gap_ev": 8.595
}


(ii)
{
  "formula": "C3H6NO2",
  "method": "ωB97M-V/def2-TZVPD",
  "elements": ["C", "C", "N", "H", "H", "H", "H", "H", "O", "C", "O", "H"],
  "coordinates": [[-2.40449, -0.17182, -0.56126], [-1.32447, 0.57788, -0.26650], [-0.26121, 0.94217, -1.05392], [-2.70267, -0.30573, -1.59896], [-2.76696, -0.91648, 0.13590], [-1.20723, 0.95528, 0.74849], [-0.23219, 0.57059, -1.98956], [0.60978, 0.79147, -0.53321], [2.03177, -1.51891, 1.98881], [2.56736, -0.64567, 1.30536], [2.01100, 0.23801, 0.59233], [3.67930, -0.51678, 1.23252]],
  "charge": -1,
  "lumo_ev": 4.24,
  "spin_multiplicity": 1,
  "orbital_gap_ev": 8.573
}


Which is the most stable structure? (i) is the most stable.


(i)
{
  "formula": "C3H6NO2",
  "method": "ωB97M-V/def2-TZVPD",
  "elements": ["N", "C", "C", "C", "O", "O", "H", "H", "H", "H", "H", "H"],
  "coordinates": [[2.66368, 0.05965, -0.04029], [1.26792, -0.40371, 0.21469], [0.18828, 0.59482, -0.19859], [-1.26704, 0.02155, 0.03268], [-1.35598, -1.18926, 0.35914], [-2.18062, 0.88777, -0.22302], [2.50683, 0.93027, -0.41528], [3.02574, -0.39122, -0.79655], [1.18952, -0.78058, 1.34938], [1.11487, -1.33336, -0.39658], [0.32006, 1.39927, 0.37988], [0.35509, 0.89417, -1.22043]],
  "charge": -1,
  "lumo_ev": 4.20,
  "spin_multiplicity": 1,
  "smiles": "NCCC(=O)[O-]",
  "orbital_gap_ev": 8.142
}


(ii)
{
  "formula": "C3H6NO2",
  "method": "ωB97M-V/def2-TZVPD",
  "elements": ["C", "C", "C", "N", "O", "O", "H", "H", "H", "H", "H", "H"],
  "coordinates": [[0.60557, 1.25308, 0.12073], [-0.15155, -0.04437, 0.18427], [0.65064, -1.32705, 0.01783], [-1.42746, -0.00438, -0.02015], [-2.14601, -1.07791, -0.14137], [-2.01112, 1.14692, 0.11068], [0.87623, 1.09106, -0.95303], [-0.05610, 2.10760, 0.21671], [1.50854, 1.52770, 0.69255], [1.66901, -1.13185, 0.41637], [0.58464, -1.52791, -1.06564], [-0.10238, -2.01290, 0.42105]],
  "charge": -1,
  "lumo_ev": 4.26,
  "spin_multiplicity": 1,
  "smiles": "CC(C)=[N+]([O-])[O-]",
  "orbital_gap_ev": 6.697
}


Which is the most stable structure? (i) is the most stable.


(i)
{
  "formula": "C8H14",
  "method": "ωB97M-V/def2-TZVPD",
  "elements": ["C", "C", "C", "C", "C", "C", "C", "C", "H", "H", "H", "H", "H", "H", "H", "H", "H", "H", "H", "H", "H", "H"],
  "coordinates": [[-2.00250, 0.33529, -0.13752], [-0.96507, 1.17896, 0.52266], [0.47214, 1.74322, -0.22269], [1.10183, 0.41994, -0.45801], [2.27537, -0.42626, -0.18701], [1.04198, -0.55982, 0.48140], [-0.26615, -1.57261, 0.39237], [-1.40222, -1.05096, -0.48935], [-2.55221, 0.54320, -1.20830], [-2.56632, 0.26278, 0.68809], [-1.76418, 1.98508, 1.01561], [-0.26612, 0.74625, 1.30083], [1.00177, 2.16759, 0.86927], [0.84344, 2.52661, -1.12076], [0.51163, 0.11924, -1.30074], [2.38876, -1.01168, -1.20698], [3.29752, -0.26322, 0.48309], [1.24896, -0.12659, 1.48480], [-0.46299, -1.76673, 1.46291], [0.06013, -2.68951, 0.14581], [-1.05515, -0.97964, -1.49658], [-2.21742, -1.91996, -0.52807]],
  "charge": 0,
  "lumo_ev": 1.11,
  "spin_multiplicity": 1,
  "smiles": "C1CC[C@H]2C[C@@H]2CC1",
  "orbital_gap_ev": 10.674
}


(ii)
{
  "formula": "C8H14",
  "method": "ωB97M-V/def2-TZVPD",
  "elements": ["C", "C", "C", "C", "C", "C", "C", "C", "H", "H", "H", "H", "H", "H", "H", "H", "H", "H", "H", "H", "H", "H"],
  "coordinates": [[3.45863, -0.63744, -0.28550], [2.31338, -0.55304, 0.38339], [1.50303, 0.70875, 0.56894], [0.06601, 0.65796, 0.02311], [-0.37851, 1.75230, -0.60689], [-0.54049, -0.72001, -0.21555], [-2.04249, -0.78458, -0.46743], [-2.83692, -0.12462, 0.63751], [3.70027, 0.27118, -0.84376], [4.09829, -1.50813, -0.27743], [1.89536, -1.38217, 0.94748], [1.38848, 0.85838, 1.65294], [1.94642, 1.58625, 0.09842], [0.13543, 2.65900, -0.89003], [-1.12963, 1.48781, -1.37379], [-0.14926, -1.26393, 0.66109], [0.06576, -1.27494, -0.95128], [-2.37366, -1.81093, -0.65284], [-2.22517, -0.19636, -1.37592], [-3.87692, -0.40422, 0.78375], [-2.31074, -0.28162, 1.59792], [-2.70725, 0.96034, 0.58589]],
  "charge": 0,
  "lumo_ev": 1.04,
  "spin_multiplicity": 1,
  "smiles": "C=CCC(=C)CCC",
  "orbital_gap_ev": 10.105
}


Which is the most stable structure? (ii) is the most stable.